(1)
{"formula": "C12H16N2", "method": "wB97M-V/def2-TZVPD", "e_tot_ev": -15681.699, "max_force_ha_per_bohr": 0.095, "lumo_energy_ev": 0.77, "elements": ["C", "C", "C", "C", "N", "C", "N", "H", "H", "H", "H", "H", "H", "H", "H", "C", "C", "C", "C", "C", "C", "C", "H", "H", "H", "H", "H", "H", "H", "H"], "coordinates": [[1.552470, 2.803948, 0.484105], [0.549267, 1.705904, 0.443465], [-0.243249, 1.776325, -0.846497], [-0.766451, 2.878083, -1.457392], [-1.450437, 2.327937, -2.534508], [-1.168201, 1.011287, -2.715616], [-0.351280, 0.623747, -1.698563], [2.447140, 2.723489, -0.111006], [1.927645, 3.313885, 1.487130], [1.205113, 3.620582, -0.280322], [1.147961, 0.747850, 0.400749], [-0.011788, 1.732922, 1.381086], [-0.979888, 3.813902, -0.949164], [-2.137390, 2.743992, -3.180330], [-1.593900, 0.279220, -3.419128], [-1.953280, -1.571373, 0.135672], [-0.678266, -2.035966, 0.594986], [0.473685, -1.775367, -0.167752], [1.763113, -2.060826, 0.329552], [1.878926, -2.582904, 1.610821], [0.746448, -2.809981, 2.422174], [-0.535571, -2.576943, 1.899102], [-2.124003, -1.803976, -0.946232], [-2.173518, -0.491672, 0.160400], [-2.877849, -1.889176, 0.729543], [0.452607, -1.519518, -1.275858], [2.701610, -1.966561, -0.232833], [2.869857, -3.037882, 1.885373], [0.760300, -3.122604, 3.397008], [-1.431081, -2.858310, 2.454048]], "forces_ev_per_a": [[1.1, 4.7, -0.6], [1.2, -1.7, -0.4], [1.3, -1.9, -1.0], [-1.5, -1.5, 0.7], [-1.6, 0.5, -2.6], [2.0, -0.2, 3.4], [-1.6, 1.9, -0.2], [0.8, -1.4, 0.1], [-1.3, -1.3, -1.9], [-0.1, -0.5, 2.2], [-1.1, 0.7, 0.3], [-0.4, -0.2, -0.4], [0.0, 0.0, -0.8], [0.9, 0.3, 0.9], [0.3, 1.0, 0.1], [-4.3, 0.5, -1.4], [2.2, 0.1, 1.5], [1.2, -0.8, -1.5], [-0.7, -0.4, 0.5], [0.6, -1.1, 0.7], [-0.8, 1.0, -3.0], [0.9, 0.4, -0.9], [0.0, -0.1, 0.8], [1.0, 0.0, 0.1], [1.4, -0.4, -0.7], [-0.5, 0.0, 1.9], [-0.7, 0.1, -0.1], [-1.0, 1.0, 0.2], [0.6, -1.1, 2.2], [0.2, 0.3, 0.0]], "nbo_charge": [-0.618, -0.472, 0.128, -0.146, -0.518, 0.152, -0.487, 0.216, 0.216, 0.203, 0.243, 0.225, 0.233, 0.414, 0.216, -0.631, -0.064, -0.185, -0.228, -0.223, -0.219, -0.196, 0.217, 0.230, 0.209, 0.248, 0.214, 0.209, 0.205, 0.207]}

***

(2)
{"formula": "C12H16N2", "method": "wB97M-V/def2-TZVPD", "e_tot_ev": -15683.854, "max_force_ha_per_bohr": 0.021, "lumo_energy_ev": 0.72, "elements": ["C", "C", "C", "N", "C", "N", "H", "H", "H", "H", "H", "H", "C", "C", "C", "C", "C", "C", "C", "C", "H", "H", "H", "H", "H", "H", "H", "H", "H", "H"], "coordinates": [[-4.442314, -2.365584, -0.451512], [-3.695055, -1.070388, -0.570352], [-2.443153, -0.839766, -1.054239], [-2.221854, 0.506959, -0.909659], [-3.334979, 1.019916, -0.331609], [-4.252752, 0.113097, -0.122446], [-4.626375, -2.786678, -1.447585], [-5.392459, -2.211048, 0.048811], [-3.844127, -3.083058, 0.102108], [-1.777983, -1.573204, -1.469622], [-1.367538, 1.037741, -0.994655], [-3.446613, 2.061845, -0.076535], [1.986140, -1.923970, -0.269196], [1.132117, -0.654186, -0.215439], [1.898157, 0.535714, 0.259141], [2.364461, 1.533964, -0.575290], [3.100015, 2.600513, -0.064060], [3.339931, 2.703418, 1.290794], [2.840355, 1.715884, 2.145980], [2.172424, 0.632703, 1.628826], [2.531143, -2.097845, 0.656893], [2.791145, -1.798765, -0.997827], [1.393118, -2.802702, -0.527011], [0.711453, -0.520272, -1.218884], [0.236357, -0.836338, 0.388163], [2.143287, 1.493660, -1.633225], [3.459873, 3.350292, -0.764349], [3.922189, 3.530881, 1.671350], [3.045801, 1.847870, 3.203912], [1.777226, -0.120666, 2.297531]], "forces_ev_per_a": [[0.4, 0.1, -0.6], [-0.5, 0.2, 0.3], [-0.2, -0.6, 0.1], [0.2, 0.5, 0.2], [-0.4, 0.1, 0.1], [0.2, -0.2, -0.1], [-0.1, 0.0, 0.2], [0.0, 0.0, 0.0], [-0.1, -0.2, 0.1], [0.4, 0.3, -0.1], [0.0, -0.4, -0.2], [0.2, 0.0, -0.1], [0.5, 0.2, -0.1], [-0.5, -0.7, -0.6], [0.0, 0.0, 0.5], [0.0, 0.0, 0.0], [-0.1, 0.1, -0.4], [-0.1, -0.2, -0.1], [0.8, 0.7, 0.0], [-0.4, 0.0, 0.0], [-0.3, -0.1, 0.3], [-0.2, -0.1, -0.2], [0.1, 0.0, 0.0], [0.2, 0.3, -0.1], [0.2, 0.1, 0.3], [0.0, 0.0, -0.1], [0.0, 0.0, 0.2], [-0.1, 0.0, 0.1], [-0.2, -0.3, 0.0], [0.0, -0.1, 0.0]], "nbo_charge": [-0.638, 0.097, -0.135, -0.524, 0.167, -0.464, 0.216, 0.234, 0.215, 0.216, 0.421, 0.195, -0.595, -0.426, -0.045, -0.214, -0.206, -0.220, -0.223, -0.158, 0.208, 0.206, 0.210, 0.198, 0.216, 0.207, 0.212, 0.214, 0.214, 0.201]}

***

(3)
{"formula": "C12H16N2O", "method": "wB97M-V/def2-TZVPD", "e_tot_ev": -17730.665, "max_force_ha_per_bohr": 0.049, "lumo_energy_ev": 0.72, "elements": ["C", "C", "C", "C", "N", "C", "N", "H", "H", "H", "H", "H", "H", "H", "H", "C", "C", "C", "C", "C", "O", "C", "C", "H", "H", "H", "H", "H", "H", "H", "H"], "coordinates": [[0.969975, -0.739752, -3.293026], [0.189288, -1.989320, -2.835800], [-0.150296, -1.911070, -1.373899], [0.686236, -2.539787, -0.467315], [0.111561, -2.305258, 0.757403], [-0.990064, -1.547228, 0.563394], [-1.172673, -1.317253, -0.714278], [1.611145, -0.358299, -2.506061], [0.266701, 0.043571, -3.604180], [1.474092, -0.878299, -4.243421], [-0.634872, -2.142187, -3.466926], [0.840997, -2.840665, -2.997568], [1.733100, -2.781026, -0.553263], [0.513759, -2.595969, 1.628722], [-1.638512, -1.267942, 1.365693], [0.518012, 2.533910, -0.824016], [0.086495, 2.009645, 0.523546], [-1.236552, 1.755771, 0.851013], [-1.686482, 1.217982, 2.063130], [-0.710651, 1.000966, 3.032288], [-1.008778, 0.300029, 4.182217], [0.631298, 1.171417, 2.742484], [1.016935, 1.613192, 1.487830], [0.072012, 1.869398, -1.566632], [1.602175, 2.453970, -0.887415], [0.195001, 3.561842, -0.970154], [-2.002522, 1.947506, 0.103916], [-2.762737, 1.223888, 2.064938], [-1.963373, 0.196035, 4.292586], [1.378157, 0.816199, 3.435131], [2.060583, 1.498746, 1.209661]], "forces_ev_per_a": [[-1.2, 0.4, -0.7], [1.3, 1.1, 0.6], [1.4, -1.4, 0.2], [-0.4, 1.0, 0.1], [0.5, 0.1, 0.2], [0.2, -0.7, -0.4], [-0.9, 0.5, -0.4], [0.3, 0.0, -0.1], [-0.1, 0.1, 0.7], [0.7, -0.5, 0.1], [-1.4, -0.1, -0.7], [0.0, -0.3, 0.3], [-0.2, -0.6, -0.1], [-0.1, 0.1, 0.2], [-0.2, 0.1, 0.1], [-0.2, -0.8, 0.5], [0.3, -0.5, 0.6], [-0.5, 0.4, -0.3], [1.2, 1.8, -1.3], [-1.1, -1.4, 0.2], [0.0, 0.3, 0.4], [0.0, -0.2, -0.4], [0.0, -0.1, -0.2], [0.1, 0.3, -0.3], [0.0, 0.2, -0.2], [0.0, 0.0, -0.1], [0.1, 0.1, 0.0], [-0.2, -0.7, 1.1], [0.2, 0.2, -0.2], [0.0, 0.0, 0.2], [0.1, 0.5, 0.1]], "nbo_charge": [-0.603, -0.422, 0.111, -0.143, -0.513, 0.177, -0.474, 0.207, 0.205, 0.206, 0.216, 0.206, 0.212, 0.415, 0.200, -0.626, -0.051, -0.150, -0.334, 0.302, -0.685, -0.283, -0.177, 0.227, 0.211, 0.220, 0.206, 0.231, 0.480, 0.224, 0.206]}

***

The records above give, respectively, ΔE to the lowest compared entry with this formula, charge and spin values of 231.5 23.6 140.9 kJ/mol.